# 1
Molecular formula: C51H64As4F24N9O
Method: DFT, ωB97M-V with the def2-TZVPD basis set

Properties
Total charge: +5
E_HOMO (eV): -15.28
Maximum force (eV Å⁻¹): 4.845
LUMO energy (eV): -11.30
E_tot (Eh): -13888.16515

Element x y z (Å)
1 N -0.374 -6.000 3.749
2 F -0.322 5.034 -9.338
3 H 1.343 -5.877 -0.822
4 C 9.860 -1.996 -0.172
5 C 13.894 -5.974 -2.602
6 H 1.127 -5.556 -3.318
7 F 6.057 5.684 1.080
8 H 16.016 -7.602 -2.600
9 C -1.991 -6.294 -2.521
10 As 0.871 -0.682 -2.603
11 H 7.360 -1.399 0.322
12 N -0.863 -6.062 -3.259
13 H -1.898 -7.435 3.899
14 H 6.684 -2.058 -1.175
15 H -6.896 -0.916 4.359
16 H 0.431 4.318 -0.374
17 As 0.180 5.758 -7.776
18 H -11.774 6.691 2.215
19 C -3.785 5.603 6.784
20 C -7.674 1.083 3.824
21 F 1.082 -1.682 -1.127
22 C 0.318 -5.921 -2.702
23 C -0.548 4.793 -0.310
24 F -4.858 -1.882 -4.028
25 C -9.693 5.168 4.131
26 F 6.466 4.432 3.186
27 C 11.054 -3.894 -1.206
28 C 13.930 -6.218 -0.295
29 H -0.452 3.559 4.022
30 C -2.218 6.158 2.744
31 H 7.428 -0.519 -1.234
32 H -2.827 -6.564 -3.149
33 C -6.795 -0.026 3.755
34 H -0.046 5.080 5.987
35 C -0.255 -5.970 5.182
36 H 9.753 -1.236 0.587
37 H -4.803 5.619 7.146
38 H 1.044 -4.941 0.933
39 H -4.738 0.738 1.402
40 H -0.788 5.350 8.284
41 H 0.513 -6.691 5.462
42 H -8.655 3.496 5.034
43 C -8.833 4.053 4.126
44 F 2.068 -1.807 -3.399
45 C -0.607 -6.155 1.013
46 N -5.745 -0.027 2.872
47 H -10.037 5.661 5.028
48 F -6.860 -3.212 -2.880
49 F -0.278 0.447 -1.842
50 H 14.525 -6.079 -3.472
51 C -3.724 1.839 -6.592
52 C -2.060 5.430 5.155
53 C 8.793 -3.270 -1.826
54 C -5.538 1.008 2.076
55 H 15.406 -8.266 -1.131
56 H -4.223 5.468 4.725
57 H 1.346 -4.906 3.493
58 N -0.999 4.940 1.104
59 C -3.161 5.549 9.169
60 N 8.791 -2.219 -0.948
61 H -1.736 1.304 -6.497
62 H -11.418 7.226 3.851
63 C -2.036 1.102 -9.165
64 F 3.979 5.042 2.692
65 F -7.187 -0.796 -3.847
66 F 0.797 0.291 -4.120
67 C 7.515 -1.493 -0.753
68 H -0.968 1.275 -9.302
69 N -10.054 5.695 2.912
70 H -8.475 1.029 4.547
71 C -0.467 4.129 2.061
72 H -1.316 4.304 -0.909
73 H -2.519 2.077 -9.110
74 F 0.066 4.137 -7.042
75 F -7.240 -1.204 -1.347
76 H -3.723 2.597 -7.376
77 H 9.714 -4.887 -2.682
78 H 11.680 -2.850 0.585
79 H -2.644 0.131 -5.951
80 F -1.561 6.041 -7.420
81 H -2.305 5.658 9.835
82 C -8.856 4.042 1.788
83 H 12.308 -5.215 0.747
84 C -1.090 5.296 6.157
85 C -2.272 0.198 -8.009
86 F -4.880 -2.294 -1.432
87 H -6.166 2.907 1.360
88 C -3.434 5.456 5.462
89 C -7.488 2.189 2.972
90 H -2.862 -6.839 -0.710
91 C -1.715 5.300 3.766
92 H -0.246 -5.268 -5.249
93 C 9.944 -4.067 -2.017
94 As -6.071 -1.608 -2.642
95 C 12.260 -4.773 -1.316
96 F 4.555 2.706 2.395
97 F 6.576 3.160 0.969
98 F 0.659 6.452 -6.186
99 H -9.942 5.653 0.805
100 As 5.358 4.201 1.822
101 H -3.958 -0.960 2.245
102 H 0.247 3.379 1.755
103 C 0.499 -5.356 2.998
104 C -1.472 -6.974 1.805
105 C -6.346 2.120 2.077
106 H -0.354 5.807 -0.659
107 N -2.770 5.536 7.750
108 H -2.246 6.422 0.528
109 H -2.355 0.691 -10.123
110 C 15.698 -7.324 -1.595
111 H 0.034 -4.980 5.533
112 C -10.967 6.869 2.925
113 H 16.528 -6.781 -1.145
114 C 12.834 -5.361 -0.185
115 H -5.430 -1.895 2.148
116 F 0.222 7.413 -8.501
117 F 4.374 3.944 0.359
118 H -2.230 -7.669 1.477
119 N 14.478 -6.446 -1.473
120 H -3.004 6.872 2.943
121 C -0.932 -5.918 -4.705
122 H -4.589 1.209 -6.797
123 H 12.495 -4.489 -3.396
124 C -8.418 3.382 3.000
125 C -1.318 -6.813 3.232
126 C -4.852 -1.242 2.802
127 H 14.437 -6.704 0.526
128 H -1.921 -5.623 -5.054
129 F 2.225 0.378 -2.112
130 F -0.457 -1.754 -3.124
131 H -3.822 6.404 9.316
132 H -1.241 -6.172 5.602
133 H -3.620 4.601 9.451
134 C 0.408 -6.084 -1.321
135 F 1.957 5.603 -8.181
136 C 10.933 -2.939 -0.190
137 H 7.905 -3.424 -2.422
138 C -1.952 -6.472 -1.162
139 N -2.603 0.822 -6.687
140 F -5.468 0.034 -2.356
141 O -2.192 -1.026 -8.126
142 C -0.842 4.313 3.353
143 H -8.597 3.578 0.848
144 H -10.387 7.725 2.580
145 C 0.374 -5.437 1.620
146 C -1.910 5.905 1.415
147 C -9.629 5.205 1.736
148 H -0.768 -6.928 -5.081
149 C -0.738 -6.241 -0.485
150 C 12.877 -5.024 -2.540
151 C -1.485 5.381 7.460
152 H -4.527 -1.709 3.731
153 H -3.886 2.227 -5.586


# 2
Molecular formula: C51H65Br2N4O7Rb
Method: DFT, ωB97M-V with the def2-TZVPD basis set

Properties
Total charge: -2
E_HOMO (spin up / spin down) (eV): -2.30 / -1.24
Maximum force (eV Å⁻¹): 0.703
LUMO energy (spin up / spin down) (eV): 3.76 / 3.76
E_tot (Eh): -7900.40724

Element x y z (Å)
1 H 1.594 1.630 3.438
2 H 3.436 -5.122 2.761
3 C -2.224 -0.485 4.818
4 H -5.041 0.233 -2.325
5 C 5.924 1.278 1.737
6 H 0.075 -3.447 -2.816
7 H -1.094 1.492 -1.407
8 O 0.012 3.374 1.477
9 H 1.387 6.078 -2.482
10 H -5.025 -2.207 -1.823
11 H -3.640 -7.542 0.051
12 H -1.177 2.538 0.592
13 H 0.147 1.262 3.776
14 H -2.254 2.101 2.936
15 H -1.889 1.153 0.714
16 O 0.884 3.897 -1.001
17 C 2.923 -3.585 1.333
18 Br 3.643 2.828 1.815
19 C -0.826 5.544 -0.835
20 H -0.894 7.248 0.460
21 C 1.932 6.478 -1.635
22 C 0.498 -2.851 -3.623
23 C -1.388 -5.023 -0.069
24 H 1.795 3.668 -0.748
25 H 2.955 -2.709 3.321
26 H -4.745 -0.498 3.911
27 C -2.194 -1.411 3.599
28 H 0.693 -1.089 -2.424
29 C 2.277 6.576 0.735
30 C -3.778 -0.751 0.163
31 H 2.206 -1.413 -5.052
32 O 1.034 0.873 3.673
33 O -0.395 1.401 -2.081
34 Br 6.243 -0.056 0.405
35 C 0.118 4.620 1.257
36 O -1.914 1.986 0.225
37 H 5.809 0.832 2.716
38 H -2.337 -0.826 -1.393
39 H -3.834 1.291 -1.571
40 C -2.686 5.332 -2.359
41 C -3.193 -1.015 2.526
42 H 3.831 2.885 -0.702
43 H -2.254 -3.563 3.240
44 C 3.329 7.462 0.534
45 H 2.005 6.268 1.734
46 C -1.490 4.851 -1.841
47 H -1.205 -8.312 -0.838
48 C 1.799 -0.808 -4.236
49 H -3.488 -3.007 -1.462
50 H 4.517 8.534 -0.899
51 H -3.455 -2.984 4.402
52 H 4.840 -4.389 1.988
53 C -3.237 6.506 -1.873
54 H -5.762 -0.038 -0.202
55 H 2.294 1.160 -2.287
56 C 4.499 -3.285 -0.630
57 Rb 1.157 0.557 0.830
58 H 0.951 -0.241 -4.621
59 N -1.556 -1.525 0.812
60 H 1.122 -3.503 -4.241
61 H -2.170 0.562 4.519
62 C -4.464 -0.574 2.866
63 H -1.365 -0.697 5.458
64 C -3.483 -4.187 0.725
65 C 1.336 -1.689 -3.073
66 H 5.773 -2.998 -2.333
67 H 1.060 -7.613 -1.389
68 C -3.426 -0.831 -1.312
69 H 3.838 -5.544 1.089
70 C -2.843 -1.125 1.162
71 C -1.854 -6.328 -0.214
72 C -0.075 -4.600 -0.386
73 C 2.197 -2.608 -0.887
74 C 3.751 -2.392 -2.724
75 C -3.979 -5.502 0.586
76 C 3.687 7.854 -0.746
77 C 3.817 -4.729 1.816
78 H -5.016 -5.687 0.845
79 C -0.004 -3.154 -0.109
80 H 2.566 -0.099 -3.923
81 H -1.069 3.931 -2.223
82 C -5.038 -0.319 0.555
83 C -3.939 -2.136 -1.934
84 H -4.137 -3.400 1.074
85 H -1.199 -1.349 3.153
86 H 1.823 -5.279 -1.133
87 N 2.951 1.322 -1.536
88 H -1.750 -3.112 4.873
89 H 0.126 2.205 -1.928
90 C 2.981 7.359 -1.835
91 H 2.236 -1.672 2.089
92 C -1.294 -2.748 0.417
93 H -3.446 0.430 -3.066
94 O -0.057 5.536 2.059
95 H -3.017 8.105 -0.459
96 H 5.304 -3.681 -0.023
97 H 3.693 0.631 -1.598
98 H -0.324 -2.471 -4.236
99 C -5.389 -0.232 1.892
100 C -2.584 7.195 -0.858
101 N 0.959 -2.304 -0.348
102 C 4.770 -2.902 -1.934
103 C -3.210 -6.550 0.138
104 H -3.130 -0.638 5.412
105 C 0.470 5.022 -0.240
106 C 2.468 -2.226 -2.220
107 H 3.258 7.645 -2.843
108 H 6.651 2.077 1.668
109 C -2.426 -2.859 4.052
110 C -2.166 -3.937 0.400
111 C 1.568 6.077 -0.349
112 C 0.808 -5.541 -0.865
113 H 4.137 2.784 -2.315
114 H -3.189 4.776 -3.142
115 C 3.223 -3.166 -0.095
116 H 3.998 -1.884 2.143
117 O -1.478 2.289 3.478
118 H -4.166 6.887 -2.282
119 H -3.698 -2.161 -3.001
120 H 3.887 7.829 1.388
121 C -1.389 6.722 -0.344
122 C -0.917 -7.275 -0.705
123 H 1.893 -3.944 1.369
124 N 3.420 2.665 -1.608
125 C 0.361 -6.874 -1.013
126 H -6.377 0.113 2.173
127 H -0.929 2.884 2.907
128 H 3.970 -2.109 -3.747
129 C 3.037 -2.385 2.281
130 C -3.975 0.358 -2.114


# 3
Molecular formula: C51H65Ge2O3OsS4SeSi
Method: DFT, ωB97M-V with the def2-TZVPD basis set

Properties
Total charge: +1
E_HOMO (spin up / spin down) (eV): -9.90 / -9.89
Maximum force (eV Å⁻¹): 4.540
LUMO energy (spin up / spin down) (eV): -3.61 / -4.96
Spin multiplicity: 5
E_tot (Eh): -10736.05710

Element x y z (Å)
1 C 5.675 10.817 13.556
2 H 12.592 16.636 24.534
3 Se 11.923 14.947 20.663
4 H 15.523 8.338 13.928
5 H 10.527 14.486 19.462
6 H 11.543 11.612 19.974
7 C 12.909 9.694 20.724
8 H 11.623 7.794 23.210
9 C 13.487 10.494 11.262
10 C 11.918 8.782 22.780
11 C 11.569 6.401 18.327
12 H 13.136 17.263 23.000
13 H 13.388 15.603 23.340
14 C 6.465 9.910 12.851
15 C 13.354 9.624 19.403
16 H 13.892 11.522 18.450
17 C 15.497 11.927 14.696
18 C 13.601 17.363 14.300
19 O 11.695 12.251 19.262
20 H 12.854 18.232 16.155
21 Os 10.109 12.242 17.885
22 H 12.727 9.208 23.352
23 C 12.909 8.352 12.416
24 H 6.044 14.890 12.675
25 C 14.168 11.708 11.301
26 H 9.160 14.328 23.949
27 C 9.598 15.550 14.027
28 H 15.169 13.241 12.519
29 H 10.818 13.734 24.416
30 H 4.713 10.500 13.944
31 H 9.564 16.457 16.564
32 H 10.768 14.546 11.935
33 H 9.222 11.088 20.226
34 C 11.060 15.911 14.275
35 H 11.997 13.615 12.593
36 C 12.526 17.609 15.240
37 C 14.979 18.013 14.482
38 H 15.729 17.293 14.850
39 H 7.943 9.792 11.323
40 H 15.388 18.413 13.508
41 C 9.720 16.901 22.778
42 H 16.148 11.128 14.912
43 C 5.288 12.973 14.734
44 C 12.027 7.589 19.108
45 H 14.099 15.945 12.784
46 H 8.834 16.497 22.365
47 C 11.840 14.651 12.226
48 C 13.303 16.286 13.423
49 H 10.171 13.384 22.828
50 H 12.019 13.120 19.715
51 C 12.079 15.602 13.348
52 C 6.313 8.442 12.849
53 C 7.313 12.609 13.083
54 Ge 11.537 10.782 16.107
55 C 7.020 15.091 13.111
56 C 12.757 8.670 18.535
57 O 9.144 12.028 19.781
58 H 13.758 13.293 9.838
59 H 14.953 11.018 19.708
60 C 6.065 12.152 13.711
61 H 13.821 7.689 12.450
62 H 11.118 17.059 17.384
63 H 14.088 6.667 17.605
64 H 10.027 11.948 11.623
65 H 6.854 17.246 12.912
66 C 13.888 9.373 14.867
67 C 13.273 8.531 17.041
68 C 8.796 16.612 13.684
69 H 10.570 6.199 18.731
70 H 8.902 11.556 10.246
71 C 7.821 13.980 13.374
72 H 5.880 8.005 13.719
73 S 8.165 12.503 16.651
74 C 14.602 12.242 12.536
75 H 8.567 12.620 20.269
76 S 9.798 10.145 17.499
77 C 7.497 10.411 12.107
78 C 9.055 12.156 11.184
79 H 10.054 17.838 22.284
80 C 7.968 11.699 12.144
81 H 13.316 10.507 21.363
82 H 14.370 11.783 9.240
83 S 10.279 10.778 14.116
84 C 14.462 12.491 10.055
85 H 12.398 8.039 11.467
86 C 14.054 7.412 16.808
87 H 9.175 17.633 13.967
88 H 15.492 12.782 10.127
89 H 4.716 13.774 14.203
90 H 11.258 6.705 20.864
91 H 9.487 17.106 23.868
92 S 11.679 13.235 16.134
93 H 4.539 12.396 15.257
94 C 11.349 16.903 15.239
95 H 10.012 18.153 16.371
96 C 12.691 16.401 23.490
97 H 11.531 6.374 17.222
98 C 11.773 7.581 20.481
99 Si 11.122 15.665 22.774
100 C 14.879 7.319 15.689
101 C 13.388 9.737 12.414
102 H 8.955 13.271 11.004
103 Ge 9.677 12.820 15.023
104 C 13.849 10.262 13.639
105 H 5.925 13.482 15.549
106 H 15.744 6.624 15.649
107 H 14.912 12.239 15.561
108 C 10.482 17.140 16.451
109 C 13.054 9.448 15.961
110 H 9.354 14.951 18.441
111 C 14.790 8.335 14.777
112 H 5.844 7.979 11.916
113 C 14.539 11.443 13.675
114 H 14.902 10.258 18.136
115 O 9.940 14.232 18.635
116 H 7.351 8.085 12.778
117 H 11.050 9.356 23.017
118 C 12.174 8.667 21.308
119 C 14.321 10.675 18.922
120 H 13.023 10.094 10.421
121 H 12.396 8.025 13.357
122 H 12.158 5.510 18.530
123 C 9.128 14.178 13.842
124 C 10.245 14.222 23.569
125 H 12.428 14.929 11.335
126 C 7.514 16.416 13.177
127 H 16.055 12.744 14.266
128 H 14.895 18.825 15.184